No. 1
Molecular formula: C35H60B2F8N7O3
Method: DFT, ωB97M-V/def2-TZVPD

XYZ file:
```
115
C35H60B2F8N7O3 | the Open Molecules 2025 dataset | ωB97M-V/def2-TZVPD
C 0.53554 -4.84935 -2.43111
C 1.43368 -3.80820 -1.76055
O 2.57639 -3.97161 -1.50996
N 0.79077 -2.44502 -1.68385
H 0.19018 -2.39184 -2.51323
H 0.07376 -2.34192 -0.95139
C 1.77773 -1.29871 -1.78683
H 1.00763 -5.79196 -2.16505
H 0.53540 -4.62859 -3.49804
H -0.44638 -4.82570 -1.95424
H 2.59493 -1.71693 -2.37002
H 2.15176 -1.08974 -0.78904
H 1.38460 -0.42179 -2.29108
C 1.55058 -3.57721 4.54302
N 2.85259 -3.62430 3.86125
C 3.49851 -2.50693 3.41087
C 4.73892 -2.64018 2.81485
C 5.34584 -3.87671 2.61777
C 4.66219 -4.98388 3.08880
C 3.44898 -4.82194 3.71211
C 6.65690 -4.03762 1.91901
C 7.85549 -3.66654 2.46258
C 9.05267 -3.79305 1.75588
N 9.00771 -4.42167 0.55848
C 7.86129 -4.89962 -0.00187
C 6.67242 -4.65825 0.66097
C 10.21599 -4.42973 -0.32617
H 0.80334 -3.45769 3.75429
H 1.53342 -2.67139 5.13984
H 1.41148 -4.52972 5.04191
H 2.91409 -1.60039 3.39654
H 5.25947 -1.79111 2.38701
H 5.17830 -5.89435 2.80701
H 2.96377 -5.58662 4.30615
H 7.93202 -3.24626 3.45842
H 10.06070 -3.48492 1.99289
H 7.97448 -5.42035 -0.94106
H 5.71922 -4.88762 0.20192
H 9.98201 -3.90127 -1.24731
H 10.40187 -5.47206 -0.58668
H 11.12395 -4.03523 0.12074
C -5.77373 7.70614 -3.04821
N -5.55926 6.26523 -3.02022
C -4.55567 5.64559 -3.66659
C -4.36671 4.27284 -3.53608
C -5.28812 3.49513 -2.83104
C -6.38227 4.16025 -2.29261
C -6.45052 5.51621 -2.30792
C -5.09248 2.01182 -2.91623
C -4.88698 1.32915 -1.72445
C -4.42351 0.01420 -1.82523
N -4.11842 -0.52614 -3.00969
C -4.39488 0.11769 -4.16918
C -5.02651 1.33895 -4.15579
C -3.36690 -1.79937 -2.99060
H -6.81626 7.98068 -2.89634
H -5.49143 8.13648 -4.00625
H -5.24932 8.14460 -2.19821
H -3.93374 6.22083 -4.33892
H -3.56579 3.74414 -4.02847
H -7.15686 3.55490 -1.83609
H -7.20601 6.08533 -1.78503
H -5.04389 1.85696 -0.79533
H -4.03504 -0.51523 -0.95862
H -4.06459 -0.43449 -5.03821
H -5.37799 1.87014 -5.02901
H -3.04853 -2.03734 -1.97718
H -2.46985 -1.72485 -3.60720
H -3.97577 -2.63435 -3.33266
C -0.61108 -0.68319 5.05742
C -0.96964 0.72515 4.64441
C -0.87037 1.71570 5.79953
O -0.99810 3.02783 5.31816
C -0.80575 4.05259 6.29332
N 0.03919 1.29059 3.61223
H 0.09500 0.78166 2.71737
H -0.27771 2.22749 3.34969
H 0.97290 1.38029 4.00995
H -0.71020 -1.42113 4.26044
H -1.24554 -0.97741 5.89166
H 0.43761 -0.77166 5.36299
H -1.93588 0.78814 4.14595
H 0.10538 1.60891 6.28698
H -1.72338 1.48511 6.44470
H -0.06712 3.77374 7.04936
H -1.76052 4.19154 6.80421
H -0.48689 4.95580 5.78233
C -1.24808 4.89105 -2.72840
C -1.20199 3.46203 -2.15113
C -0.65268 2.48484 -3.19877
O 0.74547 2.69960 -3.26991
C 1.31733 2.08364 -4.42259
N -0.15594 3.47291 -1.03569
H 0.76310 3.75220 -1.39818
H -0.36977 4.03221 -0.21214
H 0.08530 2.51466 -0.75213
H -0.25341 5.23567 -3.03168
H -1.49413 5.67461 -2.01041
H -1.82143 4.90563 -3.64593
H -2.16247 3.21656 -1.70539
H -1.15480 2.64270 -4.15415
H -0.80992 1.46801 -2.82171
H 2.39937 2.04066 -4.36827
H 0.95248 2.60804 -5.31010
H 0.94665 1.07211 -4.63636
B -0.94491 -0.19767 0.75661
F -2.03311 -0.05291 1.61517
F -1.27038 -1.15996 -0.20817
F -0.69057 1.02904 0.09725
F 0.12791 -0.64544 1.55930
B -4.89980 -2.76256 0.49126
F -5.13392 -3.92440 1.20535
F -5.30911 -2.81004 -0.85469
F -5.59261 -1.65996 1.02586
F -3.48967 -2.52191 0.45078
```

Output
HOMO-LUMO gap = 6.7716 eV
Charge = +5
E_HOMO = -0.6795 hartree

Atomic partial charges in e from the Löwdin method, atoms 1 to 5: 0.057, -0.388, 0.175, 0.097, 0.168

No. 2
Molecular formula: C35H60BrN2OS2Si3Ti
Method: DFT, ωB97M-V/def2-TZVPD

XYZ file:
```
105
C35H60BrN2OS2Si3Ti | the Open Molecules 2025 dataset | ωB97M-V/def2-TZVPD
Ti 0.25978 -0.23276 0.13441
C -2.02306 -3.58642 1.97274
C -1.17962 -2.34930 1.88875
N -0.66305 -1.97133 0.76644
N -0.90734 -2.76152 -0.36521
C -1.35427 -2.07223 -1.35614
S -1.66378 -0.34201 -1.34436
S -1.61525 -2.99084 -2.84745
C -3.38300 -2.59582 -3.03470
C -4.18209 -3.02353 -1.83475
C -4.31233 -4.37393 -1.51301
C -5.00972 -4.76529 -0.38287
C -5.58254 -3.80854 0.44927
C -5.45418 -2.46415 0.13898
C -4.75543 -2.07361 -0.99821
C -0.94225 -1.54715 3.09209
C -1.31829 -2.05692 4.34621
C -1.14309 -1.33948 5.50642
C -0.58944 -0.05901 5.43866
C -0.21540 0.47202 4.22694
C -0.37577 -0.25700 3.04059
O 0.01141 0.31524 1.90642
H -2.27596 -3.95570 0.98502
H -2.94146 -3.37541 2.52068
H -1.48124 -4.36940 2.50841
H -3.67984 -3.14066 -3.93137
H -3.48414 -1.52822 -3.22304
H -3.84425 -5.11746 -2.14910
H -5.10645 -5.81785 -0.14623
H -6.12675 -4.11342 1.33469
H -5.89311 -1.71313 0.78419
H -4.64010 -1.02183 -1.22884
H -1.74740 -3.04862 4.39596
H -1.43461 -1.76413 6.45789
H -0.45103 0.52070 6.34325
H 0.21735 1.46095 4.14955
C 3.58142 3.55479 -2.50257
C 2.44586 4.58666 -2.45149
C 1.47925 4.19575 -3.58116
C 3.03055 5.97613 -2.77105
Si 1.61812 4.60619 -0.72376
Br 0.40920 2.65144 -0.71985
C 2.82627 4.43603 0.75438
C 3.96872 5.46011 0.62212
C 2.10429 4.69151 2.08594
C 3.42926 3.02998 0.88095
C 0.29799 5.96748 -0.47799
C -0.70372 5.62382 0.63356
C -0.52958 6.19325 -1.75067
C 0.99198 7.29459 -0.11598
H 3.96989 3.51435 -3.52634
H 3.22452 2.55291 -2.24825
H 4.41500 3.80487 -1.84850
H 2.03273 4.22694 -4.52674
H 0.62910 4.86399 -3.67824
H 1.10025 3.18004 -3.45470
H 3.57690 5.92160 -3.71887
H 3.73162 6.32650 -2.01025
H 2.25421 6.73248 -2.88893
H 3.60497 6.48604 0.52377
H 4.61789 5.24895 -0.22754
H 4.58971 5.41833 1.52357
H 1.75035 5.71656 2.18637
H 2.81067 4.50774 2.90330
H 1.25879 4.01251 2.22278
H 3.96100 2.68820 -0.00414
H 2.65862 2.30047 1.12400
H 4.14187 3.03891 1.71462
H -1.28054 4.73008 0.39223
H -1.40617 6.45982 0.73097
H -0.23643 5.47251 1.60495
H -1.01958 5.27635 -2.08525
H 0.06235 6.59307 -2.57191
H -1.31349 6.92568 -1.52723
H 1.48739 7.25091 0.85364
H 0.23648 8.08584 -0.06003
H 1.73164 7.60180 -0.86008
C 2.37147 -3.02492 1.58273
Si 3.23024 -1.45703 1.00765
C 3.40109 -0.30817 2.48375
C 4.96989 -1.96654 0.50714
C 2.29624 -0.58901 -0.35296
Si 2.65442 -1.08111 -2.11469
C 4.34615 -0.46510 -2.66052
C 1.44520 -0.29374 -3.32150
C 2.54555 -2.94305 -2.31230
H 3.04296 -3.61147 2.21740
H 2.06999 -3.64991 0.73513
H 1.48064 -2.79739 2.16942
H 3.87811 -0.81995 3.32542
H 2.42208 0.04810 2.81378
H 4.01218 0.56598 2.23684
H 5.49666 -2.38716 1.36935
H 5.55832 -1.12077 0.14184
H 4.95341 -2.73263 -0.27479
H 2.61029 0.46836 -0.30732
H 4.39094 0.62901 -2.62074
H 4.54313 -0.76632 -3.69510
H 5.15291 -0.85745 -2.03665
H 1.32271 0.77335 -3.11732
H 0.45762 -0.75629 -3.28750
H 1.82283 -0.39559 -4.34387
H 3.41820 -3.44702 -1.88574
H 2.47116 -3.23055 -3.36422
H 1.65702 -3.32692 -1.79872
```

Output
Multiplicity = 2
HOMO-LUMO gap (alpha / beta) = 7.7634 / 8.2261 eV
ΔE to the lowest compared entry with this formula, charge and spin = 0.0 kcal per mole
Charge = 0
E_HOMO (alpha / beta) = -0.2829 / -0.3085 hartree
Expectation value of S² = 0.756

Atomic partial charges in e from the Löwdin method, atoms 1 to 5: 0.614, 0.002, -0.229, -0.097, -0.027